{"formula": "C6H16N2", "method": "the ωB97M-V functional and the def2-TZVPD basis", "symbols": ["C", "N", "C", "N", "C", "C", "C", "C", "H", "H", "H", "H", "H", "H", "H", "H", "H", "H", "H", "H", "H", "H", "H", "H"], "xyz": [[2.538753, 0.506171, 0.484292], [1.322669, 1.259202, 0.277020], [-0.396851, 0.778054, 0.666747], [-1.086678, 1.931141, 0.310475], [-0.435649, -0.436670, -0.144245], [0.244865, -1.662272, 0.437590], [-0.340823, -0.356559, -1.655006], [-2.243223, -0.696805, 0.251662], [3.417735, 1.167508, 0.488773], [2.523351, -0.018169, 1.445127], [2.747735, -0.228391, -0.313291], [1.313025, 1.615232, -0.677470], [-0.380671, 0.610091, 1.739817], [-0.998384, 2.175673, -0.665860], [-0.800986, 2.716084, 0.881947], [-0.251792, -2.575421, 0.096153], [0.221319, -1.659035, 1.529751], [1.283476, -1.728705, 0.112560], [-0.850490, -1.211252, -2.111062], [0.706209, -0.384603, -1.967946], [-0.788699, 0.551546, -2.063950], [-2.487981, -0.653080, 1.313586], [-2.840263, 0.010167, -0.323895], [-2.416648, -1.709906, -0.112775]], "atomic_forces_ev_per_a": [[0.047, -0.279, -0.201], [-1.392, 0.636, 1.133], [5.549, 1.425, -1.276], [-0.785, -0.014, 0.051], [-5.682, -1.348, 1.088], [0.127, 0.116, -0.066], [0.116, 0.138, 0.175], [2.219, -0.728, -1.469], [-0.173, 0.050, 0.147], [-0.016, 0.049, -0.118], [-0.001, -0.162, 0.206], [-0.356, -0.115, 0.216], [0.032, -0.033, -0.100], [0.010, -0.053, 0.024], [0.020, -0.119, -0.090], [-0.022, 0.145, -0.010], [0.005, 0.024, -0.059], [-0.001, 0.035, 0.086], [0.066, 0.095, 0.100], [-0.013, 0.008, -0.001], [-0.037, -0.050, 0.035], [0.349, 0.184, -0.047], [0.149, 0.018, 0.143], [-0.212, -0.022, 0.036]], "nbo_charge": [-0.415, -0.773, 0.182, -0.821, 0.020, -0.626, -0.635, -0.628, 0.187, 0.188, 0.144, 0.326, 0.207, 0.365, 0.388, 0.214, 0.214, 0.219, 0.222, 0.217, 0.205, 0.203, 0.208, 0.190], "lumo_energy_ev": 0.868, "total_energy_ha": -347.62351, "spin_multiplicity": 1, "max_force_ha_per_bohr": 0.1155, "smiles": "CN[C@@H](N)C(C)(C)C"}


{"formula": "C6H16N2", "method": "the ωB97M-V functional and the def2-TZVPD basis", "symbols": ["C", "C", "C", "N", "C", "C", "C", "N", "H", "H", "H", "H", "H", "H", "H", "H", "H", "H", "H", "H", "H", "H", "H", "H"], "xyz": [[-1.527785, 3.179620, 0.384991], [-0.690568, 2.174076, -0.284543], [-0.862480, 0.767314, 0.299086], [0.108819, -0.118838, -0.263706], [-0.214323, -0.490955, -1.644367], [0.187405, -1.470130, 0.531141], [1.653403, -2.027761, 0.288388], [1.816992, -3.224720, 0.994270], [-1.119656, 4.215738, 0.156981], [-1.467863, 3.300687, 1.458453], [-2.549184, 3.120019, 0.011746], [-0.862099, 2.000985, -1.314178], [0.399004, 2.519930, -0.299572], [-0.668952, 0.830812, 1.345163], [-1.936545, 0.488026, 0.114903], [-1.234486, -0.750055, -1.695750], [0.276362, 0.356734, -2.253292], [0.515497, -1.293426, -1.948540], [-0.075964, -1.227485, 1.662823], [-0.516026, -2.145378, 0.100219], [2.417344, -1.221386, 0.612664], [1.756965, -2.053148, -0.826730], [2.625382, -3.757984, 0.614388], [1.968758, -3.172676, 1.955463]], "atomic_forces_ev_per_a": [[-0.128, 3.101, -0.727], [2.630, -0.966, 0.608], [-0.094, 1.020, -0.538], [0.128, -3.117, 1.158], [4.506, 1.492, -0.214], [1.544, 3.112, 0.750], [-0.688, 3.755, 0.405], [1.271, -3.192, -2.342], [-0.742, -0.961, -0.456], [-0.197, -1.090, 0.485], [-0.207, 0.214, 0.461], [-0.771, 0.681, -1.295], [-1.137, -0.825, 0.492], [-0.126, -0.123, 0.986], [0.546, -0.163, 0.249], [-1.340, -0.187, -0.988], [-1.927, -0.961, 0.233], [-1.353, 0.276, 0.288], [0.738, -0.742, -2.311], [-0.717, -0.776, -0.002], [-1.225, -0.798, -0.482], [0.152, -0.802, 1.100], [-0.944, 0.393, 0.441], [0.079, 0.658, 1.700]], "nbo_charge": [-0.620, -0.409, -0.207, -0.446, -0.444, -0.218, -0.216, -0.845, 0.210, 0.213, 0.207, 0.201, 0.199, 0.191, 0.149, 0.184, 0.212, 0.199, 0.192, 0.178, 0.160, 0.192, 0.357, 0.362], "lumo_energy_ev": 1.074, "total_energy_ha": -347.63969, "spin_multiplicity": 1, "max_force_ha_per_bohr": 0.0924, "smiles": "CCCN(C)CCN"}


{"formula": "C6H16N2", "method": "the ωB97M-V functional and the def2-TZVPD basis", "symbols": ["C", "C", "N", "C", "C", "N", "C", "C", "H", "H", "H", "H", "H", "H", "H", "H", "H", "H", "H", "H", "H", "H", "H", "H"], "xyz": [[1.715517, 1.829372, -2.626407], [0.684072, 0.644190, -2.172445], [-0.247410, 1.336895, -1.297946], [-0.488116, 0.905752, 0.057394], [0.218599, -0.409381, 0.548740], [-0.699459, -1.138646, 1.430197], [-0.602558, -2.536971, 1.400303], [-0.987113, -0.435364, 2.663454], [1.882214, 1.440239, -3.690026], [1.179283, 2.721258, -2.534255], [2.408401, 1.810692, -1.864533], [0.174095, 0.424845, -3.100701], [1.036885, -0.375876, -2.025849], [-1.122021, 1.675543, -1.843368], [-1.598071, 0.930827, 0.367896], [0.267337, 1.555009, 0.653649], [1.044605, 0.033237, 1.283220], [0.499218, -1.152995, -0.213615], [0.198206, -3.004762, 0.962929], [-1.373903, -2.924513, 0.773192], [-0.737394, -2.943646, 2.404797], [-2.161420, -0.343758, 2.668736], [-0.549487, -0.604193, 3.545012], [-0.741480, 0.562244, 2.609628]], "atomic_forces_ev_per_a": [[-1.981, -4.788, -1.873], [-0.335, 2.732, -2.037], [-2.857, -0.431, -1.302], [1.804, 0.750, 1.403], [-0.616, 0.137, 2.072], [1.360, 1.881, -0.303], [-2.384, -0.551, 1.668], [-5.147, -0.085, -3.791], [1.086, 1.435, 1.443], [-0.893, 1.234, -0.447], [2.551, 0.121, 0.837], [-0.629, 0.120, -0.472], [0.611, 0.441, 1.268], [2.104, -1.162, 1.555], [1.953, 0.126, -0.384], [-2.486, 0.325, -0.246], [-0.555, -1.560, -2.032], [0.440, 0.780, 0.215], [2.966, -0.446, -0.735], [-1.269, -0.604, -0.293], [0.008, -0.208, -0.062], [1.991, -0.467, 1.041], [1.587, -2.317, 3.558], [0.690, 2.537, -1.085]], "nbo_charge": [-0.610, -0.227, -0.673, -0.230, -0.209, -0.467, -0.400, -0.418, 0.201, 0.212, 0.203, 0.171, 0.201, 0.378, 0.215, 0.162, 0.159, 0.203, 0.186, 0.176, 0.192, 0.186, 0.186, 0.202], "lumo_energy_ev": 0.939, "total_energy_ha": -347.54134, "spin_multiplicity": 1, "max_force_ha_per_bohr": 0.1243, "smiles": "CCNCCN(C)C"}


{"formula": "C6H16N2", "method": "the ωB97M-V functional and the def2-TZVPD basis", "symbols": ["H", "N", "C", "C", "N", "C", "C", "C", "H", "H", "H", "H", "H", "H", "H", "H", "H", "H", "H", "C", "H", "H", "H", "H"], "xyz": [[0.767025, 0.932322, -0.508906], [1.493329, -0.008796, -0.557475], [0.894073, 0.026192, 0.643386], [-0.580166, 0.009733, 0.915541], [-1.334721, -0.474580, -0.259280], [-0.932745, -1.856356, -0.555969], [-2.760461, -0.406705, -0.061932], [-3.295264, 1.033241, 0.065434], [1.494101, 0.217847, 1.493921], [-0.805269, 1.078946, 1.101101], [-0.794002, -0.604324, 1.770450], [-1.467033, -2.201804, -1.399217], [0.128976, -1.841072, -0.782387], [-1.047182, -2.569188, 0.328341], [-3.044304, -0.969850, 0.837882], [-3.245316, -0.856560, -0.970871], [-2.961235, 1.505072, 1.070714], [-2.934149, 1.669446, -0.716928], [-4.418069, 1.073596, 0.073829], [4.943571, 0.838906, -0.508181], [5.570005, -0.080250, -0.302631], [5.128298, 1.526360, 0.322877], [3.930677, 0.645028, -0.546625], [5.269853, 1.312798, -1.453068]], "atomic_forces_ev_per_a": [[0.889, -2.030, -2.160], [-2.436, 2.816, 2.937], [1.530, -0.221, -2.296], [-0.537, 0.685, -1.927], [0.702, -0.140, 0.504], [0.881, 0.271, 1.673], [-1.012, 0.611, -0.681], [-0.349, 0.167, 2.271], [0.853, -0.723, 1.602], [-0.385, -0.542, 0.311], [-0.037, -0.228, 0.948], [-0.644, -0.501, -0.809], [-0.092, -0.177, -0.250], [-0.265, 0.709, -0.809], [-0.282, -0.217, -0.057], [0.415, 0.157, 0.928], [-0.559, -0.705, -1.575], [0.229, 0.275, -0.558], [1.046, -0.210, -0.055], [3.036, 0.064, 0.208], [-0.866, 0.903, -0.396], [0.057, 0.049, -0.169], [-2.092, -0.735, -0.146], [-0.081, -0.278, 0.508]], "nbo_charge": [0.387, -0.662, 0.140, -0.332, -0.430, -0.425, -0.216, -0.617, 0.156, 0.229, 0.199, 0.205, 0.228, 0.154, 0.158, 0.201, 0.193, 0.214, 0.220, -0.851, 0.206, 0.200, 0.235, 0.208], "lumo_energy_ev": 0.684, "total_energy_ha": -347.55811, "spin_multiplicity": 1, "max_force_ha_per_bohr": 0.0922, "smiles": "[H]/N=C\\CN(C)CC.C"}